# 1
This record from the Open Molecules 2025 dataset describes C8H27BrCuN9O5 as an isolated structure in a non-equilibrium geometry. The level of theory is wB97M-V/def2-TZVPD.

Output
Strongest force on any atom (Eh/bohr): 0.1047
<S²>: 2.00
Energy (eV): -147051.2193
Orbital gap (spin up / spin down) (eV): 9.67 / 4.54
Multiplicity: 3
Highest occupied orbital energy (spin up / spin down) (Ha): -0.5323 / -0.5323
Net charge: +2
Molar mass (g mol⁻¹): 472.81

The geometry in XYZ format:
```
51
Properties=species:S:1:pos:R:3:forces:R:3:mulliken_charge:R:1
Cu -21.153760 6.578080 1.155520 0.9 -0.4 1.5 0.969
Br -22.126600 7.314700 -1.319020 0.2 -0.2 0.5 0.005
C -19.056520 9.038460 1.012530 -0.6 -0.9 -0.9 0.428
O -19.399180 7.867210 1.173110 -1.5 -1.2 1.4 -0.390
N -17.944680 9.260750 0.408680 4.3 0.7 -2.4 -0.419
N -19.683310 10.168090 1.235750 -2.9 1.5 1.3 -0.339
H -17.306920 8.512440 0.177630 -0.3 0.1 -0.1 0.226
H -17.877760 10.115630 -0.125000 0.7 -0.2 0.2 0.181
H -19.360940 11.032130 0.823910 0.0 -0.2 0.5 0.195
H -20.539040 10.182510 1.772040 0.1 0.0 -0.2 0.170
C -24.050210 5.067800 1.799110 -2.2 1.5 -0.1 0.614
O -22.973890 5.562370 1.546790 2.1 0.4 0.0 -0.380
N -24.866200 4.580430 0.919640 -0.3 -2.3 -4.9 -0.398
N -24.835450 5.225860 2.844230 0.3 1.1 5.3 -0.384
H -24.563830 4.710170 -0.035270 -0.5 -0.7 -0.1 0.238
H -25.783440 4.242510 1.173770 0.3 0.1 -0.8 0.156
H -24.519200 5.704810 3.675310 0.0 -0.5 0.0 0.159
H -25.671030 4.667330 2.943960 0.3 0.3 0.2 0.173
C -20.305050 6.610010 4.224430 1.2 0.1 1.1 0.651
O -20.696320 6.114240 3.205610 -1.7 -1.5 -3.8 -0.251
N -21.060570 6.952250 5.240090 -3.2 0.9 1.4 -0.429
N -19.054030 6.767070 4.550530 3.1 0.8 0.5 -0.355
H -20.686050 7.478850 6.016320 -0.5 -0.3 0.0 0.173
H -22.059620 6.872980 5.114760 0.3 0.2 0.3 0.171
H -18.259240 6.363140 4.075920 -0.3 0.3 -0.1 0.212
H -18.940800 7.324710 5.384990 1.1 -0.5 -0.2 0.136
C -22.909890 9.216230 2.573160 -0.3 -2.9 0.5 0.739
O -22.299030 8.296860 2.004270 -0.1 -0.3 0.1 -0.634
N -23.766410 9.098450 3.597290 0.1 -1.6 0.8 -0.408
N -22.805790 10.443310 2.197580 0.6 3.0 -1.3 -0.463
H -23.771040 8.211590 4.080550 -0.5 0.5 0.1 0.185
H -24.327470 9.890720 3.875890 0.0 -0.6 0.3 0.176
H -22.655100 10.507190 1.200930 -0.1 1.1 0.1 0.320
H -23.343020 11.059750 2.790440 0.3 0.9 -1.1 0.143
C -20.718870 3.186260 1.211520 -1.5 -1.7 1.1 -1.408
C -19.402540 3.811000 1.354630 -0.2 1.0 1.7 0.612
C -18.220350 2.915290 1.038470 0.3 0.7 -0.6 -0.956
O -17.003070 3.633010 1.189570 -0.6 0.2 0.1 -0.267
C -15.875360 2.824370 0.984790 1.2 -0.7 -0.1 -0.804
N -19.506120 5.073670 0.628170 0.7 0.4 -1.0 -0.074
H -21.035630 3.015250 0.182680 0.1 -0.3 0.0 0.345
H -21.510110 3.719360 1.738630 0.2 0.7 -0.4 0.110
H -20.742190 2.282170 1.819950 0.1 -0.7 -0.6 0.452
H -19.317500 4.167160 2.381290 0.2 -0.4 0.3 0.064
H -18.277070 2.592950 -0.001240 -0.2 -0.4 -0.2 0.418
H -18.263880 2.050500 1.700530 0.0 -0.1 0.0 0.442
H -15.833540 1.962620 1.650940 -0.2 0.1 0.4 0.326
H -14.953820 3.393690 1.106180 -0.3 0.3 0.4 0.263
H -15.753990 2.381290 -0.003670 -0.7 0.2 -0.5 0.333
H -19.458170 4.760530 -0.330860 -0.4 0.3 -0.8 0.253
H -18.583390 5.469590 0.737370 0.2 1.0 0.1 0.319
```
Forces are in eV/Å.

---

# 2
This record from the Open Molecules 2025 dataset describes a 8-piece molecular cluster, C42H60BO18S overall in a non-equilibrium geometry. The level of theory is wB97M-V/def2-TZVPD.

Output
Strongest force on any atom (Eh/bohr): 0.0631
Energy (eV): -92894.3370
Orbital gap (eV): 5.64
Highest occupied orbital energy (Ha): -0.1473
Net charge: -1
Molar mass (g mol⁻¹): 895.80

The geometry in XYZ format:
```
122
Properties=species:S:1:pos:R:3:forces:R:3:mulliken_charge:R:1
C 1.466432 -0.021208 2.492806 0.2 -0.4 -0.4 -0.149
C 2.520018 0.198694 1.943759 0.1 0.1 -0.5 -1.327
C 3.698716 0.631635 1.056554 0.5 0.9 0.5 1.993
C 5.050955 0.435925 1.803951 -0.3 0.1 0.1 -1.597
O 3.604320 0.115882 -0.253249 0.2 -0.5 1.3 -0.939
B 2.287108 0.641887 -0.691938 -0.9 0.8 -2.3 1.453
C 2.060119 1.003323 -2.314033 -0.8 0.6 -0.3 -0.820
C 0.955129 2.124439 -2.334703 0.5 -1.3 0.1 0.931
C -0.357021 1.746753 -1.871136 0.5 1.6 -0.7 -1.087
C -1.393727 2.720958 -1.843926 1.6 -0.8 -0.2 -0.493
C -1.083355 4.027771 -2.272210 -0.4 0.2 0.0 -0.832
C 0.194909 4.391944 -2.723770 0.4 -0.9 0.2 -0.742
C 1.253375 3.435455 -2.761956 -1.1 0.4 0.4 0.839
C 2.637319 3.889639 -3.227613 -0.5 0.3 -0.6 -0.997
O 2.254487 2.015052 -0.082052 1.5 0.4 1.2 -0.175
C 3.434760 2.161850 0.715216 -2.8 -1.2 -1.3 -0.964
S 2.804683 3.338603 1.983893 0.3 1.6 -0.7 1.293
C 3.380239 3.034855 3.669047 -0.4 -0.1 0.8 -1.102
O 1.380705 3.247355 1.922452 -0.8 -0.3 1.2 -0.556
O 3.332066 4.650264 1.618460 0.5 -0.5 0.3 -0.788
H 0.463551 -0.325577 2.758060 0.6 0.3 0.1 0.529
H 5.632655 -0.442979 1.476646 -0.4 0.4 -0.1 0.342
H 5.647821 1.362090 1.680298 -0.1 -0.6 0.0 0.314
H 4.827182 0.294987 2.879521 0.3 0.1 -0.5 0.291
H 1.328853 -0.056672 -0.473321 0.0 -0.2 0.9 -0.419
H 2.993935 1.398150 -2.773728 -0.5 -0.4 0.1 0.140
H 1.619084 0.155317 -2.903372 0.8 0.9 0.5 -0.087
H -0.494297 0.709816 -1.543314 -0.1 0.5 -0.2 0.531
H -2.387921 2.428878 -1.481456 0.4 0.3 -0.2 0.625
H -1.892383 4.774098 -2.246819 0.5 -0.2 0.0 0.325
H 0.427200 5.424329 -3.038053 -0.3 -0.5 0.2 0.349
H 2.493834 4.752072 -3.919779 0.1 -0.4 0.4 0.055
H 3.141846 3.107450 -3.825364 -0.1 0.4 0.5 0.392
H 3.289513 4.253007 -2.410890 -0.3 -0.5 -0.2 0.175
H 4.143851 2.694285 0.053495 0.5 -0.3 1.0 0.555
H 2.843989 2.177433 4.120266 0.5 0.2 -0.5 0.261
H 4.475291 2.952584 3.768681 -0.5 -0.2 -0.4 0.336
H 3.077210 3.931031 4.251509 0.1 -0.3 -0.6 0.390
O -5.425302 4.410033 1.163561 0.1 0.1 -0.2 -0.643
C -4.318884 4.258242 1.606434 -0.2 -0.3 -0.1 0.460
O -3.193548 4.521242 0.912121 -0.3 0.0 0.2 -0.337
C -2.036320 4.128584 1.684316 0.5 -0.1 0.0 -0.117
C -2.514386 4.117302 3.123358 0.0 -0.1 0.3 -0.457
C -3.973251 3.712364 2.976356 0.4 0.3 0.2 -0.375
H -1.705150 3.145772 1.344155 0.0 0.1 -0.1 0.131
H -1.231311 4.841228 1.523081 -0.1 -0.1 -0.2 0.225
H -1.933212 3.453456 3.761726 0.1 0.0 -0.1 0.286
H -2.455135 5.124661 3.543275 0.0 0.0 0.0 0.297
H -4.097456 2.627752 2.968112 -0.1 0.0 0.0 0.238
H -4.599404 4.162569 3.743630 -0.2 -0.2 -0.1 0.308
O 4.869437 7.589502 -5.632547 0.0 -0.4 -0.2 -0.580
C 3.699770 7.611440 -5.878700 0.3 0.3 0.0 0.523
O 3.044090 6.624974 -6.546222 0.1 0.2 0.2 -0.364
C 1.679068 7.019074 -6.764442 -0.3 -0.2 -0.1 -0.468
C 1.389593 8.071064 -5.712192 -0.2 0.2 0.2 -0.235
C 2.745243 8.737739 -5.543288 -0.5 -0.3 0.2 -0.448
H 1.589798 7.412344 -7.781021 0.0 0.0 0.0 0.317
H 1.030753 6.150182 -6.663836 0.2 -0.1 0.0 0.337
H 0.592482 8.757212 -5.996985 0.0 -0.1 -0.1 0.354
H 1.098855 7.588502 -4.776708 0.0 0.0 -0.1 0.026
H 2.892738 9.550902 -6.256620 0.1 0.0 0.1 0.261
H 2.898638 9.088429 -4.525734 0.3 0.1 -0.1 0.296
O 4.365473 -1.274937 4.774264 0.2 0.0 0.5 -0.497
C 3.809106 -2.308283 4.994031 0.1 0.1 -0.6 0.421
O 3.912152 -2.987990 6.172468 0.0 0.1 0.0 -0.407
C 3.212644 -4.238934 6.067701 -0.1 -0.2 0.1 -0.386
C 2.213359 -4.042805 4.943098 -0.2 -0.2 -0.2 -0.536
C 2.940521 -3.075387 4.025472 -0.4 -0.2 0.3 0.193
H 3.937636 -5.026123 5.845434 0.0 0.0 0.0 0.202
H 2.726795 -4.465319 7.016497 0.2 0.2 0.1 0.329
H 1.924182 -4.974093 4.456809 0.1 0.0 0.1 0.185
H 1.307323 -3.569414 5.330359 0.0 0.0 0.0 0.332
H 3.580159 -3.596207 3.310432 0.0 0.1 0.0 0.215
H 2.251277 -2.410929 3.509642 0.3 0.1 -0.2 -0.113
O -3.005686 -0.373946 -1.472478 -0.1 -0.5 0.0 -0.481
C -4.167069 -0.314546 -1.735567 0.4 0.6 0.0 0.448
O -4.839854 -1.292313 -2.411543 0.0 -0.1 0.1 -0.398
C -6.187684 -0.866300 -2.660258 -0.2 0.0 -0.1 -0.480
C -6.468826 0.201472 -1.620869 -0.1 0.3 0.1 -0.200
C -5.099680 0.838452 -1.427625 -0.5 -0.3 0.0 -0.276
H -6.247397 -0.478897 -3.680968 0.0 0.0 0.0 0.284
H -6.861526 -1.717751 -2.567053 0.2 -0.1 -0.1 0.259
H -7.241904 0.905517 -1.926289 0.0 -0.1 0.0 0.429
H -6.789687 -0.265224 -0.689803 0.0 0.0 -0.1 0.030
H -4.917776 1.642667 -2.142739 0.1 0.0 0.1 0.251
H -4.957137 1.194266 -0.410282 0.3 0.2 -0.1 0.182
O 1.298084 -1.784504 -2.385015 -0.4 -0.8 -0.5 -0.507
C 2.050793 -2.664888 -2.650334 -0.1 0.3 0.8 0.468
O 1.927305 -3.474898 -3.750102 0.1 0.0 -0.1 -0.410
C 2.932931 -4.494034 -3.709379 0.1 -0.1 -0.1 -0.460
C 4.028842 -3.943821 -2.811422 0.2 -0.1 0.2 -0.623
C 3.243447 -3.090037 -1.824818 0.5 -0.1 -0.5 0.144
H 2.486206 -5.408312 -3.306352 0.0 0.0 0.0 0.245
H 3.289438 -4.692282 -4.720026 -0.2 0.1 0.0 0.338
H 4.630037 -4.721774 -2.339950 0.0 0.0 -0.1 0.329
H 4.699091 -3.307564 -3.393781 0.0 0.0 0.0 0.271
H 2.893015 -3.671182 -0.969820 0.0 0.1 0.1 0.217
H 3.812556 -2.224593 -1.489831 -0.3 0.1 0.3 -0.040
O 3.799705 -6.418148 2.852868 0.0 0.0 0.4 -0.546
C 3.246683 -7.451028 3.086063 0.2 0.1 -0.5 0.522
O 3.358771 -8.113132 4.268548 -0.1 0.1 -0.1 -0.348
C 2.664319 -9.367544 4.189113 -0.1 -0.2 0.1 -0.448
C 1.653882 -9.194710 3.069294 -0.2 -0.1 -0.2 -0.499
C 2.373193 -8.235413 2.131472 -0.4 -0.2 0.4 -0.412
H 3.391892 -10.154529 3.974951 0.0 0.0 0.0 0.269
H 2.187553 -9.579987 5.144619 0.2 0.1 0.1 0.317
H 1.364551 -10.135129 2.601747 0.1 0.0 0.1 0.318
H 0.749578 -8.719942 3.456260 0.0 0.0 0.0 0.269
H 3.011119 -8.761465 1.419271 0.0 0.1 -0.1 0.283
H 1.679300 -7.580304 1.610660 0.3 0.1 -0.2 0.277
O -10.455783 -0.937179 0.290186 0.3 0.1 -0.1 -0.580
C -9.696394 -1.853780 0.392272 -0.5 0.0 -0.1 0.389
O -8.480716 -1.894111 -0.215366 -0.2 -0.1 0.1 -0.262
C -7.864870 -3.172073 0.016669 0.3 -0.2 0.0 -0.384
C -8.536184 -3.718291 1.263473 -0.1 -0.2 0.2 -0.597
C -9.939335 -3.138954 1.154486 0.5 -0.1 0.2 -0.360
H -8.035314 -3.804007 -0.858717 0.0 0.0 0.0 0.284
H -6.792331 -3.039774 0.151944 0.0 0.2 -0.2 0.316
H -8.510899 -4.805657 1.324115 0.0 0.0 -0.1 0.334
H -8.043840 -3.320776 2.153566 0.0 0.0 -0.1 0.281
H -10.600860 -3.778641 0.567703 -0.1 0.1 0.0 0.256
H -10.371722 -2.936458 2.131137 -0.3 0.1 -0.2 0.283
```
Forces are in eV/Å.

---

# 3
This record from the Open Molecules 2025 dataset describes a 13-piece molecular cluster, C6H36O12 overall in a non-equilibrium geometry. The level of theory is wB97M-V/def2-TZVPD.

Output
Relative energy (zero: lowest compared OMol25 entry of this formula, charge and spin) (kcal/mol): 106.02
Strongest force on any atom (Eh/bohr): 0.0775
Energy (eV): -31373.3098
Orbital gap (eV): 8.37
Highest occupied orbital energy (Ha): -0.3105
Net charge: 0
Molar mass (g mol⁻¹): 300.34

The geometry in XYZ format:
```
54
Properties=species:S:1:pos:R:3:forces:R:3:mulliken_charge:R:1
C 1.577766 -3.864641 0.824869 -3.7 0.9 1.1 -1.390
C 0.142138 -3.487395 0.184901 2.1 2.2 0.3 -0.400
C -0.274302 -1.986891 0.445254 0.4 -0.5 -1.2 -0.388
C -1.557656 -1.681619 1.201581 3.8 0.5 -1.2 -0.298
C -1.628912 -0.513548 1.827235 -3.4 -1.6 1.3 -0.164
C -3.017416 -0.294270 2.497321 -0.6 1.8 -1.0 -1.600
H 1.127314 -3.995011 1.819263 1.2 -1.9 0.2 0.347
H 2.352378 -3.163095 1.053398 0.1 1.2 -0.9 0.297
H 1.884445 -4.562713 0.084279 0.8 -1.6 0.8 0.400
H -0.692486 -4.109963 0.483792 0.5 -0.6 0.2 0.526
H 0.400505 -3.668413 -0.846518 -1.0 0.3 -0.6 0.212
H -0.526514 -1.615747 -0.580409 0.7 0.3 0.6 0.018
H 0.604757 -1.495760 0.900918 -0.5 0.2 -0.5 0.341
H -2.229385 -2.425061 0.850295 -1.7 -0.2 1.0 0.351
H -0.833575 0.193823 1.878727 0.6 0.1 0.2 0.922
H -3.735343 0.237523 1.781750 0.8 -1.0 0.5 0.293
H -3.140965 0.412879 3.358060 0.8 -1.0 -0.2 0.331
H -3.397084 -1.299099 2.689809 -0.3 0.5 0.4 0.383
H 0.067551 3.340337 -1.519065 -0.4 0.3 -0.1 0.284
H -0.612022 4.287545 -2.586483 0.3 0.2 -0.1 0.264
O -0.782292 3.650274 -1.895815 0.2 -0.5 0.5 -0.625
H 0.991847 3.962860 2.141757 -1.2 0.1 -0.4 0.334
H 0.995316 4.517247 0.510107 -0.3 -0.7 1.9 0.303
O 1.435543 4.317123 1.374416 1.5 0.8 -1.2 -0.737
H 2.547445 -0.256043 -0.675784 0.1 -0.1 -0.1 0.278
H 3.442857 0.011723 0.472022 0.2 0.4 0.6 0.294
O 3.315101 -0.624978 -0.222206 -0.3 -0.2 -0.5 -0.614
H 0.188460 2.024278 -3.940098 -0.1 -0.4 0.2 0.332
H -0.171244 1.549385 -2.524957 0.2 -0.3 -0.9 0.311
O 0.272065 1.252983 -3.357016 -0.2 0.4 0.8 -0.699
H 0.759521 0.880148 4.429542 -0.3 0.0 0.2 0.264
H 2.076321 0.667996 3.725788 -0.1 0.4 -0.3 0.290
O 1.269730 1.203386 3.685735 0.2 -0.2 0.0 -0.553
H -1.648747 -3.986288 -2.260120 -0.1 0.2 0.4 0.305
H -2.001804 -2.933286 -1.219548 -0.2 0.2 -0.3 0.254
O -2.069534 -3.874296 -1.398725 -0.6 -0.7 -0.2 -0.669
H -2.152260 1.627935 1.287909 0.1 0.5 0.2 0.270
H -2.124831 2.637264 0.045864 0.2 -0.3 0.5 0.217
O -2.324711 1.741253 0.355981 -0.6 0.1 -1.1 -0.522
H 4.005683 2.167744 1.186469 0.2 0.3 -0.4 0.285
H 2.779222 3.052662 1.533206 0.0 1.0 -0.4 0.341
O 3.236978 2.247146 1.745116 0.2 -1.3 0.7 -0.588
H 3.611359 2.258572 -2.396480 0.0 -0.4 -0.5 0.262
H 2.078703 1.881420 -2.376634 -0.7 -1.0 -1.1 0.365
O 2.775957 2.339543 -1.947399 0.6 1.3 1.5 -0.532
H -3.254166 -0.095799 -1.192520 0.1 0.6 -0.6 0.245
H -2.518752 -0.967003 -2.393753 -0.4 0.7 -0.5 0.276
O -2.785021 -0.871741 -1.485440 0.4 -1.3 1.1 -0.522
H 0.179020 1.176441 0.193433 0.2 -0.3 0.7 -0.027
H 1.150156 2.351487 0.812277 0.1 -1.0 0.1 0.142
O 0.499586 2.074570 0.160976 -0.4 1.0 -1.2 0.055
H -0.879318 -2.634886 -4.160129 0.2 0.3 -0.4 0.250
H -0.526100 -1.385255 -3.286353 0.4 0.3 -0.4 0.239
O -0.883278 -2.272756 -3.276586 -0.3 -0.1 0.4 -0.552
```
Forces are in eV/Å.